(1)
{
  "formula": "C32H46BaCl2F2NO22S2",
  "method": "the ωB97M-V functional and the def2-TZVPD basis",
  "species": ["Ba", "N", "S", "O", "O", "F", "S", "O", "O", "F", "Cl", "C", "C", "Cl", "H", "H", "H", "H", "C", "O", "C", "C", "O", "C", "H", "H", "H", "H", "H", "H", "H", "H", "H", "H", "C", "O", "C", "C", "O", "C", "H", "H", "H", "H", "H", "H", "H", "H", "H", "H", "C", "O", "C", "C", "O", "C", "H", "H", "H", "H", "H", "H", "H", "H", "H", "H", "C", "C", "C", "O", "C", "C", "C", "O", "O", "O", "H", "H", "H", "H", "C", "C", "C", "O", "C", "C", "C", "O", "O", "O", "H", "H", "H", "H", "C", "C", "C", "O", "C", "C", "C", "O", "O", "O", "H", "H", "H", "H"],
  "xyz": [[25.0597, -7.6355, 29.2374], [26.7653, -8.4113, 27.4051], [28.2986, -8.0082, 27.1617], [28.6685, -7.6522, 25.8417], [29.2338, -8.7654, 27.9179], [28.2672, -6.6268, 27.9655], [26.6479, -9.6666, 26.3105], [27.6128, -10.6933, 26.4316], [26.1471, -9.2789, 25.0633], [25.3977, -10.3467, 27.0376], [31.5968, -5.7452, 22.4856], [31.3343, -6.0427, 24.2268], [31.5536, -7.4983, 24.5993], [33.2471, -8.0003, 24.4158], [30.2821, -5.8339, 24.4080], [32.0113, -5.3908, 24.7682], [30.9335, -8.1279, 23.9656], [31.2614, -7.6166, 25.6396], [27.7669, -5.2469, 30.3416], [27.2075, -6.5444, 30.4497], [27.7168, -7.2132, 31.6232], [26.9692, -8.5072, 31.8427], [26.6843, -9.2902, 30.6918], [27.7825, -10.0937, 30.2337], [27.4848, -4.6295, 31.1988], [27.4004, -4.7818, 29.4288], [28.8561, -5.3013, 30.2795], [27.5590, -6.5560, 32.4871], [28.7985, -7.2765, 31.4970], [25.9709, -8.2309, 32.2166], [27.4781, -9.0741, 32.6245], [27.9795, -10.9630, 30.8630], [28.6603, -9.4731, 30.1115], [27.4979, -10.5029, 29.2638], [29.9512, -11.3468, 21.2157], [29.5791, -10.3254, 22.0967], [28.8337, -10.7633, 23.2058], [27.5163, -11.4199, 22.8117], [26.8272, -10.8108, 21.7287], [26.6475, -9.4237, 21.8748], [30.6374, -10.9355, 20.4808], [29.0858, -11.7867, 20.7074], [30.4733, -12.1680, 21.7360], [28.7192, -9.8876, 23.8428], [29.3984, -11.5238, 23.7683], [26.8241, -11.4498, 23.6671], [27.7188, -12.4466, 22.5030], [25.8000, -9.2324, 22.5534], [26.2858, -9.0381, 20.9231], [27.5391, -8.9348, 22.2520], [24.1846, -11.2248, 30.3030], [24.0102, -10.2444, 29.2821], [22.8953, -10.6159, 28.4781], [22.5375, -9.5090, 27.5024], [22.4994, -8.2459, 28.1526], [21.3516, -8.1028, 28.9900], [23.3698, -11.2065, 31.0367], [25.1098, -11.0452, 30.8398], [24.1963, -12.2198, 29.8504], [22.0470, -10.9087, 29.1060], [23.1459, -11.5200, 27.9065], [21.5582, -9.7250, 27.0665], [23.2684, -9.4701, 26.6983], [21.2732, -8.9451, 29.6808], [20.4600, -8.0058, 28.3739], [21.4875, -7.2204, 29.6155], [31.2768, -13.2199, 28.7301], [30.9633, -12.0592, 28.1513], [31.1579, -11.7644, 26.6811], [30.8222, -10.6895, 26.2386], [31.7128, -12.8641, 25.8861], [32.1134, -13.9770, 26.4980], [31.9251, -14.2818, 27.9718], [32.4074, -15.2780, 28.4474], [32.7690, -14.9396, 25.8210], [30.4195, -11.0675, 28.8598], [30.9570, -13.3314, 29.7589], [31.9362, -12.7506, 24.8327], [32.5201, -15.7975, 26.1916], [30.1347, -10.3676, 28.2389], [26.2429, -13.5427, 27.3197], [25.5198, -13.7214, 26.2262], [26.0550, -14.5216, 25.0759], [25.3597, -14.7035, 24.1045], [27.3943, -15.0757, 25.2395], [28.1196, -14.9092, 26.3562], [27.6119, -14.0492, 27.4918], [28.2171, -13.8428, 28.5131], [29.3114, -15.5132, 26.5416], [24.3371, -13.1471, 26.0045], [25.8893, -12.8314, 28.0562], [27.7694, -15.7666, 24.4898], [29.4221, -16.0616, 25.7527], [24.0113, -13.4626, 25.1428], [33.4743, -10.1132, 31.5025], [32.3126, -10.0532, 32.1576], [31.1579, -9.2355, 31.6591], [30.0785, -9.3036, 32.2286], [31.3711, -8.4210, 30.4835], [32.5640, -8.3839, 29.8872], [33.7039, -9.2779, 30.3256], [34.7122, -9.2899, 29.6657], [32.8837, -7.4738, 28.9757], [32.0688, -10.7748, 33.2486], [34.2677, -10.7541, 31.8628], [30.6044, -7.7282, 30.1609], [33.8180, -7.6027, 28.7338], [31.1843, -10.5309, 33.5686]],
  "total_charge": 1,
  "lumo_energy_ev": -3.72,
  "e_above_lowest_kj_mol": 0.0,
  "homo_lumo_gap_ev": 6.9
}


(2)
{
  "formula": "C32H46BrF4N8OPPbS",
  "method": "the ωB97M-V functional and the def2-TZVPD basis",
  "species": ["Pb", "C", "N", "C", "C", "C", "N", "C", "C", "F", "C", "F", "C", "C", "F", "C", "F", "H", "H", "H", "H", "H", "H", "H", "H", "H", "H", "H", "Br", "C", "C", "C", "C", "C", "C", "H", "H", "H", "H", "C", "C", "C", "N", "N", "C", "N", "S", "H", "H", "H", "H", "H", "H", "H", "O", "P", "N", "C", "C", "C", "C", "N", "C", "C", "C", "C", "N", "C", "C", "C", "C", "H", "H", "H", "H", "H", "H", "H", "H", "H", "H", "H", "H", "H", "H", "H", "H", "H", "H", "H", "H", "H", "H", "H", "H"],
  "xyz": [[-0.8265, -0.6514, 2.0349], [1.3857, 1.1794, 3.9689], [0.2367, 0.3605, 4.2981], [0.6374, -0.7490, 5.1383], [-0.9032, 1.0854, 4.8132], [-1.6089, 1.9827, 3.7657], [-1.7731, 1.3466, 2.5147], [-2.4498, 1.9839, 1.5066], [-1.8125, 2.3780, 0.2607], [-0.5127, 2.0752, 0.0281], [-2.4017, 3.3167, -0.5992], [-1.6876, 3.6182, -1.6776], [-3.7295, 3.6811, -0.4691], [-4.4588, 3.0415, 0.5564], [-5.8020, 3.1057, 0.5680], [-3.8121, 2.2790, 1.5230], [-4.6413, 1.6994, 2.4881], [1.8736, 1.5877, 4.8636], [1.1419, 2.0255, 3.2920], [2.1377, 0.5461, 3.4665], [0.9981, -0.4358, 6.1509], [1.4105, -1.2393, 4.5996], [-0.0993, -1.4798, 5.3361], [-0.7042, 1.7658, 5.6503], [-1.6961, 0.3846, 5.1822], [-1.1673, 2.9550, 3.7050], [-2.6637, 2.1201, 4.1992], [-4.2624, 4.2854, -1.2070], [-5.3545, -4.0493, 6.1025], [-4.0335, -3.1651, 5.1307], [-4.4883, -1.9468, 4.5311], [-3.6444, -1.2366, 3.6916], [-2.2504, -1.6555, 3.5144], [-1.8852, -2.8669, 4.1107], [-2.7815, -3.7077, 4.8110], [-5.4537, -1.5815, 4.9087], [-4.0535, -0.3543, 3.2098], [-0.8191, -3.1690, 4.0737], [-2.3733, -4.6084, 5.2507], [-6.3319, -0.7857, 1.2013], [-5.9896, -1.8052, 0.1035], [-4.5387, -1.8841, -0.2279], [-3.7185, -0.9868, 0.2668], [-2.4359, -1.1074, -0.1096], [-2.2817, -2.0119, -1.0728], [-1.1340, -2.1673, -1.7459], [-3.6871, -2.9012, -1.4571], [-7.2171, -0.1567, 1.0815], [-5.4450, -0.1312, 1.3382], [-6.4202, -1.3076, 2.1335], [-6.4820, -1.5205, -0.8973], [-6.3242, -2.8296, 0.3606], [-0.3042, -1.5273, -1.6489], [-1.1144, -2.8144, -2.5780], [1.3114, -0.8088, -1.9487], [2.5709, -0.1892, -2.5437], [2.5281, 1.4527, -2.5315], [1.8818, 2.1597, -1.4645], [2.2993, 3.6230, -1.5049], [2.6306, 3.7545, -3.0053], [3.3634, 2.4229, -3.3076], [2.7351, -0.6269, -4.1811], [1.5219, -0.6743, -4.9565], [1.8912, -1.1182, -6.4200], [3.3750, -1.3264, -6.4542], [3.8983, -1.0692, -4.9707], [3.9407, -0.8456, -1.8530], [3.9566, -2.0530, -1.0422], [5.1767, -1.7480, -0.1276], [6.1840, -0.9895, -1.0377], [5.2367, -0.1489, -1.8851], [1.9894, 1.6626, -0.4755], [0.8304, 2.1412, -1.6342], [3.2206, 3.7507, -0.9036], [1.4821, 4.2668, -1.2142], [3.1977, 4.6380, -3.2957], [1.7016, 3.9019, -3.6017], [4.3926, 2.5629, -2.9142], [3.4762, 2.2325, -4.3620], [1.0441, 0.3144, -5.0189], [0.7299, -1.3129, -4.5284], [1.5376, -0.3323, -7.0432], [1.2890, -2.0857, -6.6562], [3.8868, -0.6124, -7.0893], [3.7548, -2.3048, -6.8233], [4.6908, -0.2664, -4.9802], [4.1998, -2.0627, -4.5720], [4.1779, -2.9067, -1.6691], [3.1029, -2.3244, -0.4759], [5.4698, -2.6731, 0.4036], [4.7925, -1.1053, 0.7471], [6.7449, -1.6474, -1.7029], [6.8856, -0.3632, -0.5030], [5.6170, -0.1448, -2.9454], [5.0371, 0.8858, -1.5477]],
  "lumo_energy_ev": 0.36,
  "e_above_lowest_kj_mol": 117.6,
  "homo_lumo_gap_ev": 7.5
}